*i*
This record from OMol25 describes the molecule C4H6ClNOS. The level of theory is wB97M-V/def2-TZVPD.

Cartesian coordinates (Å):
N 0.66 1.61 -0.42
C -0.12 0.63 -0.87
S -0.42 0.40 -2.48
C -0.74 -0.29 0.15
O -1.69 -1.18 -0.35
C -1.05 0.17 1.54
C 0.03 -0.84 1.34
Cl 1.71 -0.47 1.70
H 1.16 2.16 -1.14
H 1.01 1.66 0.53
H -1.53 -1.21 -1.32
H -0.73 1.22 1.83
H -1.99 -0.17 1.98
H -0.18 -1.86 1.57

HOMO	-9.033	eV
net charge	0
molar mass	151.62	g/mol
frontier orbital gap	0.34949	Ha

Atom charges from the Mulliken analysis, given in e for atoms 1 to 2:
1. N -0.357
2. C 0.327

*ii*
This record from OMol25 describes the molecule C4H6ClNOS. The level of theory is wB97M-V/def2-TZVPD.

Cartesian coordinates (Å):
C 0.04 -1.10 -0.58
C 0.82 -0.23 0.26
C -2.21 1.25 0.32
C 2.18 0.35 0.13
N -1.16 -1.36 -0.05
O 0.47 -1.77 -1.54
S -2.35 -0.42 0.69
Cl -1.40 1.74 -1.01
H 0.17 0.11 1.03
H -2.23 1.99 1.18
H 2.10 1.42 0.42
H 2.34 0.33 -1.00
H 2.88 -0.18 0.68
H -1.64 -2.13 -0.55

HOMO (alpha / beta)	-8.763 / -7.747	eV
net charge	0
molar mass	151.62	g/mol
frontier orbital gap (alpha / beta)	0.29497 / 0.25310	Ha

Atom charges from the Mulliken analysis, given in e for atoms 1 to 2:
1. C 0.461
2. C -0.189

*iii*
This record from OMol25 describes the molecule C4H6ClNOS. The level of theory is wB97M-V/def2-TZVPD.

Cartesian coordinates (Å):
C -0.48 0.49 -1.46
S -1.15 -0.28 -0.15
C -1.32 0.87 1.26
O -2.34 -1.06 -0.21
N 0.09 -1.48 0.66
C 1.22 -1.33 0.27
C 2.29 -0.84 -0.36
Cl 2.89 0.66 0.31
H 0.55 0.87 -1.31
H -0.55 0.04 -2.44
H -0.72 1.66 1.04
H -1.00 0.63 2.22
H -2.48 1.09 1.22
H 2.99 -1.33 -1.06

HOMO	-8.540	eV
net charge	0
molar mass	151.62	g/mol
frontier orbital gap	0.31430	Ha

Atom charges from the Mulliken analysis, given in e for atoms 1 to 2:
1. C -0.796
2. S 0.948

Decreasing stability: *i*, *ii*, *iii*

*i*
This record from OMol25 describes the molecule C19H26N2O3. The level of theory is wB97M-V/def2-TZVPD.

Cartesian coordinates (Å):
C -1.23 3.24 -1.72
O -0.45 3.13 -0.50
C -0.10 1.90 -0.08
C -0.18 0.76 -0.89
C 0.29 -0.47 -0.43
C 0.34 -1.65 -1.29
C -0.57 -2.68 -1.03
N -0.63 -3.82 -1.81
C -1.63 -4.81 -1.47
C 0.25 -4.01 -2.89
O 0.32 -5.07 -3.49
C 1.27 -2.95 -3.18
C 2.15 -3.18 -4.36
C 1.33 -1.80 -2.37
C 2.33 -0.65 -2.50
C 0.80 -0.60 0.88
C 0.76 0.52 1.74
O 1.22 0.40 3.01
C 0.27 -0.25 3.88
C 0.31 1.77 1.25
C 0.36 2.98 2.18
N -0.80 2.98 3.11
C -0.69 3.90 4.27
C -2.16 2.98 2.50
H -1.83 4.15 -1.62
H -0.59 3.35 -2.62
H -1.94 2.42 -1.89
H -0.49 0.74 -1.95
H -1.17 -2.50 -0.12
H -1.87 -5.47 -2.29
H -1.31 -5.39 -0.56
H -2.59 -4.38 -1.19
H 2.88 -3.97 -4.15
H 1.59 -3.51 -5.25
H 2.68 -2.26 -4.65
H 1.80 0.29 -2.61
H 2.95 -0.63 -1.60
H 3.02 -0.74 -3.32
H 1.17 -1.57 1.25
H 0.48 -1.31 3.97
H 0.29 0.15 4.92
H -0.74 -0.17 3.47
H 0.36 3.96 1.69
H 1.26 2.94 2.77
H -1.59 3.84 4.89
H 0.16 3.62 4.90
H -0.53 4.94 3.96
H -2.29 2.09 1.85
H -2.84 2.86 3.32
H -2.40 3.91 2.00

HOMO	-7.844	eV
net charge	0
molar mass	330.43	g/mol
frontier orbital gap	0.31043	Ha

Atom charges from the Mulliken analysis, given in e for atoms 1 to 2:
1. C -0.914
2. O -0.437

*ii*
This record from OMol25 describes a structure of composition C19H26N2O3. The level of theory is wB97M-V/def2-TZVPD.

Cartesian coordinates (Å):
C 4.71 2.23 -1.14
C 4.49 0.73 -1.49
C 3.48 -0.06 -0.57
C 3.47 -1.45 -0.89
C 2.72 -1.71 -2.34
C 1.41 -2.18 -2.01
C 0.51 -0.98 -1.60
C 0.14 -0.94 -0.32
N -0.72 0.16 -0.06
C -0.38 1.51 0.26
O 0.85 1.74 0.29
C -1.52 2.15 0.36
C -2.73 1.62 0.25
C -4.08 1.69 0.52
O -4.97 0.93 0.16
C -4.28 3.25 0.88
H -3.96 3.64 1.79
H -5.41 3.41 0.90
H -4.08 3.75 0.04
C -2.09 0.01 0.24
C -2.55 -0.84 1.22
N -1.61 -0.82 2.50
C -2.07 -1.56 3.52
C -3.09 -2.30 3.66
C -4.11 -2.57 2.20
C -3.78 -1.65 1.29
H -4.32 -1.47 0.35
H -4.95 -3.15 2.41
H -3.33 -2.78 4.48
H -1.44 -1.30 4.37
H -2.61 -0.49 -0.81
O -1.48 3.57 0.57
H -0.53 3.73 0.73
H 1.13 -0.53 0.23
H -0.21 -1.73 0.25
H -0.62 -1.54 -2.06
H 0.65 -0.23 -2.30
H 1.13 -2.70 -2.72
H 1.28 -3.08 -1.23
H 3.47 -2.83 -2.57
H 2.85 -0.93 -2.73
H 4.77 -1.92 -0.74
H 3.14 -1.92 -0.05
H 2.72 0.65 -0.75
H 4.03 0.10 0.31
H 4.19 0.65 -2.55
H 5.56 0.38 -1.37
H 5.29 2.86 -1.86
H 3.68 2.56 -1.40
H 5.22 2.31 -0.22

HOMO	-8.741	eV
net charge	0
molar mass	330.43	g/mol
frontier orbital gap	0.27081	Ha

Atom charges from the Mulliken analysis, given in e for atoms 1 to 2:
1. C -1.240
2. C -0.511

Decreasing stability: *i*, *ii*

*i*
This record from OMol25 describes a cluster of 2 separate species, C11H12NO2 in total. The level of theory is wB97M-V/def2-TZVPD.

Cartesian coordinates (Å):
C -0.97 -1.79 2.09
C 0.16 -1.09 -0.06
C -0.97 0.84 -0.48
C -0.83 -0.86 1.01
C -1.46 0.36 0.78
C -1.33 2.06 -1.06
C -2.25 2.78 -0.30
C -2.44 1.12 1.49
C -2.76 2.31 0.97
N 0.02 -0.06 -1.03
H 0.87 0.14 -1.74
H 0.81 -1.93 -0.21
H -0.76 2.38 -1.96
H -2.00 -2.07 2.29
H -0.76 -1.41 3.15
H -2.63 3.78 -0.70
H -2.70 0.69 2.49
H -3.54 2.93 1.52
H -0.33 -2.63 1.86
C 3.35 -1.37 -0.78
C 3.46 -0.71 -2.29
O 2.86 0.26 -2.57
O 4.21 -1.37 -3.03
H 4.19 -2.03 -0.64
H 2.42 -1.82 -0.67
H 3.40 -0.47 -0.13

HOMO	-4.143	eV
net charge	-1
molar mass	190.22	g/mol
frontier orbital gap	0.26608	Ha

Atom charges from the Mulliken analysis, given in e for atoms 1 to 2:
1. C -1.293
2. C -1.203

*ii*
This record from OMol25 describes a cluster of 2 separate species, C11H12NO2 in total. The level of theory is wB97M-V/def2-TZVPD.

Cartesian coordinates (Å):
C -3.18 1.72 -0.99
C -0.64 1.70 -0.15
C -0.44 -0.47 0.09
C -1.90 1.23 -0.44
C -1.82 -0.23 -0.15
C 0.05 -1.77 0.16
C -0.87 -2.82 0.21
C -2.74 -1.25 -0.05
C -2.24 -2.53 0.18
N 0.16 0.70 0.37
H 1.21 0.83 0.85
H -0.25 2.69 -0.32
H 1.12 -2.05 0.34
H -3.23 2.81 -1.25
H -4.02 1.54 -0.31
H -0.57 -3.75 0.65
H -3.76 -0.98 -0.22
H -2.98 -3.31 0.35
H -3.32 1.23 -1.98
C 4.85 0.53 0.56
C 3.37 0.85 0.23
O 2.52 0.74 1.19
O 3.20 1.36 -0.88
H 5.09 -0.24 -0.17
H 4.96 0.14 1.55
H 5.44 1.36 0.18

HOMO	-3.980	eV
net charge	-1
molar mass	190.22	g/mol
frontier orbital gap	0.27496	Ha

Atom charges from the Mulliken analysis, given in e for atoms 1 to 2:
1. C -1.344
2. C -1.016

*iii*
This record from OMol25 describes a cluster of 2 separate species, C11H12NO2 in total. The level of theory is wB97M-V/def2-TZVPD.

Cartesian coordinates (Å):
C -3.65 1.31 -0.42
C -1.58 0.13 -1.26
C -0.36 -0.18 0.56
C -2.37 0.56 -0.24
C -1.60 0.33 0.98
C 0.64 -0.56 1.45
C 0.41 -0.48 2.81
C -1.76 0.55 2.36
C -0.82 0.09 3.28
N -0.33 -0.24 -0.80
H 0.51 -0.28 -1.38
H -1.77 0.19 -2.32
H 1.57 -0.84 0.98
H -3.47 2.22 -0.98
H -4.02 1.58 0.58
H 1.13 -0.69 3.58
H -2.69 0.98 2.70
H -1.10 0.21 4.32
H -4.48 0.75 -0.87
C 4.32 -0.85 -2.18
C 2.77 -0.74 -2.19
O 2.36 0.42 -1.91
O 2.09 -1.76 -2.40
H 4.70 -1.77 -1.72
H 4.83 -0.01 -1.71
H 4.67 -0.90 -3.22

HOMO	-4.597	eV
net charge	-1
molar mass	190.22	g/mol
frontier orbital gap	0.29302	Ha

Atom charges from the Mulliken analysis, given in e for atoms 1 to 2:
1. C -1.258
2. C -0.948

Decreasing stability: *iii*, *ii*, *i*

*i*
This record from OMol25 describes a cluster of 22 separate species, C2H46O23 in total. The level of theory is wB97M-V/def2-TZVPD.

Cartesian coordinates (Å):
O -19.43 -5.31 5.15
C -18.07 -5.51 4.99
C -17.72 -6.88 5.64
O -16.38 -6.78 5.92
H -17.68 -4.61 5.40
H -17.89 -5.51 3.92
H -17.96 -7.89 5.20
H -18.19 -6.69 6.57
O -16.47 -2.30 3.40
H -16.86 -2.52 4.24
H -16.55 -3.10 2.87
O -18.29 -10.09 7.13
H -17.39 -9.85 6.91
H -18.64 -10.11 6.24
O -19.85 -8.76 8.86
H -20.15 -8.22 8.08
H -19.52 -9.58 8.53
O -13.96 -6.91 6.66
H -14.87 -6.83 6.27
H -14.27 -7.07 7.52
O -19.34 -4.77 1.52
H -20.13 -4.47 1.93
H -19.64 -4.83 0.64
O -16.14 -6.92 8.57
H -16.13 -6.08 8.99
H -16.48 -6.76 7.68
O -19.32 -2.56 4.41
H -18.60 -2.33 5.04
H -19.57 -3.47 4.68
O -17.28 -2.05 5.96
H -16.84 -2.71 6.56
H -17.17 -1.08 6.18
O -18.56 -10.91 4.56
H -17.83 -10.76 3.91
H -19.24 -10.23 4.45
O -16.10 -4.06 7.22
H -15.51 -4.38 7.94
H -16.41 -4.73 6.62
O -20.56 -9.14 4.12
H -20.60 -9.00 5.06
H -21.34 -9.65 3.79
O -19.31 -6.19 9.65
H -19.07 -7.12 9.47
H -19.34 -5.84 8.79
O -15.07 -5.17 4.06
H -15.57 -5.63 4.72
H -15.48 -5.47 3.27
O -20.80 -6.63 3.50
H -20.70 -7.57 3.58
H -20.14 -6.12 4.01
O -15.64 -7.96 3.58
H -14.73 -8.12 3.79
H -16.03 -7.52 4.35
O -18.95 -4.00 7.58
H -18.01 -4.07 7.82
H -19.10 -4.38 6.70
O -18.60 -8.14 2.16
H -19.23 -7.45 2.29
H -18.16 -8.24 3.00
O -21.68 -4.14 5.63
H -21.77 -4.01 6.58
H -20.88 -4.67 5.64
O -15.89 -9.36 6.30
H -16.24 -8.51 6.18
H -14.95 -9.19 6.37
O -20.70 -7.59 6.64
H -21.44 -7.34 6.06
H -20.00 -7.11 6.22
O -16.66 -5.63 1.66
H -17.50 -5.14 1.77
H -17.00 -6.51 1.73

HOMO	-3.007	eV
net charge	-2
molar mass	438.37	g/mol
frontier orbital gap	0.26741	Ha

Atom charges from the Mulliken analysis, given in e for atoms 1 to 2:
1. O 0.016
2. C 2.763

*ii*
This record from OMol25 describes a cluster of 22 separate species, C2H46O23 in total. The level of theory is wB97M-V/def2-TZVPD.

Cartesian coordinates (Å):
O 1.69 0.29 -0.55
C 0.37 0.01 -0.71
C -0.40 0.18 0.51
O -1.74 -0.03 0.27
H 0.21 -0.97 -1.18
H -0.13 0.70 -1.36
H -0.37 1.18 0.93
H -0.06 -0.55 1.24
O 1.67 -3.14 -0.66
H 1.03 -2.40 -0.54
H 2.54 -2.73 -0.57
O -3.91 -1.76 -0.04
H -4.29 -1.54 0.86
H -3.11 -1.25 -0.15
O -0.23 -0.42 -3.71
H -0.54 -1.21 -3.31
H 0.30 -0.13 -2.97
O -2.15 -1.24 3.02
H -1.25 -1.49 3.23
H -2.09 -0.76 2.21
O 0.51 -3.31 2.27
H -0.11 -2.99 1.60
H 0.69 -4.22 2.11
O -1.25 -2.63 0.41
H -1.15 -1.66 0.45
H -1.87 -2.88 1.10
O -1.44 -2.65 -2.36
H -1.53 -2.63 -1.37
H -2.32 -2.71 -2.76
O 1.09 -3.27 -3.68
H 1.84 -3.76 -3.34
H 0.48 -3.15 -3.00
O -2.33 3.99 2.42
H -3.23 4.21 2.10
H -2.26 3.22 1.90
O 0.17 2.78 -3.70
H 0.81 2.12 -3.42
H -0.31 2.35 -4.39
O 3.92 1.78 -0.83
H 3.08 1.31 -0.86
H 3.86 2.44 -0.15
O -1.39 2.78 -0.69
H -1.23 1.80 -0.58
H -1.22 2.99 -1.63
O 1.35 2.84 -0.13
H 0.43 2.92 -0.43
H 1.49 1.90 -0.20
O -2.98 1.30 1.94
H -2.36 1.33 2.63
H -2.47 1.00 1.19
O -2.41 0.58 -2.35
H -1.59 0.30 -2.80
H -2.24 0.25 -1.45
O 3.79 -1.34 -0.36
H 2.98 -0.78 -0.56
H 4.33 -1.22 -1.15
O 0.67 -0.91 3.66
H 1.27 -0.66 4.37
H 1.01 -1.70 3.29
O 0.83 3.11 2.49
H 0.89 2.90 1.60
H 1.70 2.84 2.78
O 2.01 1.02 -3.07
H 1.97 0.66 -2.20
H 2.19 0.26 -3.61
O 2.50 0.13 1.91
H 1.76 -0.05 2.43
H 2.16 0.11 1.05
O -0.85 1.65 3.86
H -0.23 2.11 3.25
H -0.56 0.76 3.72

HOMO	-3.578	eV
net charge	-2
molar mass	438.37	g/mol
frontier orbital gap	0.29965	Ha

Atom charges from the Mulliken analysis, given in e for atoms 1 to 2:
1. O 1.906
2. C 0.376

Decreasing stability: *ii*, *i*